1.
C13H12N2O4S | ωB97M-V/def2-TZVPD

Last column: Mulliken charge in e.
Geometry (Å):
C  2.987  1.937  0.681  -1.29
C  2.791  0.488  0.389  0.92
C  3.624  -0.237  -0.402  -0.69
C  3.356  -1.619  -0.697  0.19
O  4.009  -2.379  -1.376  -0.65
N  2.163  -2.076  -0.095  -0.10
C  1.396  -1.288  0.683  0.36
S  -0.058  -2.033  1.322  -0.25
C  -0.745  -0.697  2.356  -0.70
C  -2.106  -0.270  1.831  0.51
O  -3.104  -0.522  2.468  -0.59
C  -2.155  0.417  0.526  -0.03
C  -3.372  0.422  -0.157  -1.03
C  -3.487  1.048  -1.382  -0.56
C  -2.395  1.694  -1.938  1.23
O  -2.437  2.339  -3.142  -0.59
C  -1.169  1.711  -1.253  0.12
O  -0.095  2.353  -1.776  -0.55
C  -1.058  1.073  -0.032  -0.13
N  1.674  -0.058  0.953  -0.25
H  2.251  2.511  0.118  0.22
H  2.823  2.131  1.739  0.33
H  3.983  2.261  0.396  0.40
H  4.505  0.197  -0.844  0.41
H  1.899  -3.038  -0.272  0.21
H  -0.862  -1.100  3.362  0.47
H  -0.004  0.100  2.334  0.45
H  -4.218  -0.081  0.286  0.46
H  -4.429  1.040  -1.912  0.27
H  -3.321  2.270  -3.520  0.30
H  -0.354  2.730  -2.628  0.32
H  -0.102  1.113  0.463  0.24

Results
Largest force on an atom = 0.014 hartree/bohr
Energy relative to the best compared isomer or geometry (same formula, charge and spin) = 0.00 kcal/mol
Structure (SMILES) = Cc1cc(=O)[nH]c(SCC(=O)c2ccc(O)c(O)c2)n1
HOMO level = -8.69 eV
Frontier orbital gap = 8.901 eV
Total energy = -1311.2869 Ha

2.
C23H41AuBBrN7SbSi3 | ωB97M-V/def2-TZVPD

Last column: Mulliken spin population.
Geometry (Å):
Au  1.588  0.712  1.079  0.47
C  -1.141  -3.792  2.086  0.00
C  -0.851  -2.966  0.996  0.01
N  0.110  -2.089  1.278  -0.01
N  0.459  -2.341  2.563  0.03
C  -0.274  -3.360  3.061  0.01
B  1.648  -1.710  3.294  0.01
N  1.290  -0.308  3.889  0.00
C  0.796  -0.046  5.103  0.01
C  0.760  1.328  5.291  0.02
C  1.271  1.857  4.115  -0.01
N  1.599  0.861  3.284  0.20
N  2.884  -1.555  2.373  -0.01
C  4.061  -2.172  2.539  0.01
C  4.936  -1.767  1.545  0.01
C  4.209  -0.866  0.787  -0.02
N  2.965  -0.765  1.273  0.17
H  -1.856  -4.596  2.146  0.00
H  -1.265  -2.993  0.005  0.00
H  -0.112  -3.722  4.065  0.00
H  1.955  -2.442  4.193  0.00
H  0.519  -0.848  5.769  0.00
H  0.434  1.864  6.167  0.00
H  1.462  2.885  3.846  0.00
H  4.202  -2.859  3.358  0.00
H  5.956  -2.078  1.401  0.00
H  4.510  -0.296  -0.079  0.00
Br  -3.320  2.358  3.219  0.00
C  -1.716  2.902  2.434  0.01
C  -1.281  4.215  2.511  0.00
C  -0.097  4.559  1.877  0.00
C  0.624  3.588  1.214  -0.01
N  0.208  2.312  1.157  0.09
C  -0.950  1.974  1.758  0.04
H  -1.852  4.951  3.063  0.00
H  0.270  5.576  1.902  0.00
H  1.546  3.822  0.696  0.00
H  -1.257  0.935  1.697  -0.03
C  -3.826  0.524  -0.515  0.02
Si  -3.067  -0.665  -1.699  0.05
C  -3.289  -0.236  -3.468  0.04
C  -3.476  -2.416  -1.342  0.00
Sb  -0.465  -0.222  -1.186  0.63
Si  0.850  -1.990  -2.651  0.03
C  0.201  -1.642  -4.345  0.09
C  2.585  -1.416  -2.396  0.00
C  0.556  -3.724  -2.129  0.00
Si  -0.260  2.233  -2.340  0.09
C  -1.484  3.348  -1.514  0.01
C  -0.559  2.186  -4.157  0.05
C  1.531  2.652  -2.049  0.03
H  -4.918  0.503  -0.621  0.00
H  -3.497  1.547  -0.698  0.00
H  -3.594  0.252  0.518  0.00
H  -4.345  -0.385  -3.722  0.01
H  -2.699  -0.876  -4.125  -0.01
H  -3.046  0.803  -3.674  0.00
H  -4.531  -2.568  -1.601  0.00
H  -3.358  -2.661  -0.288  0.00
H  -2.888  -3.113  -1.944  0.00
H  0.150  -0.578  -4.568  -0.04
H  -0.791  -2.076  -4.482  0.00
H  0.868  -2.105  -5.082  0.01
H  2.714  -0.385  -2.736  0.00
H  3.295  -2.044  -2.945  0.00
H  2.829  -1.476  -1.336  0.00
H  -0.471  -4.042  -2.314  0.00
H  0.794  -3.889  -1.077  0.00
H  1.215  -4.363  -2.728  0.00
H  -2.394  3.406  -2.117  0.00
H  -1.067  4.360  -1.455  0.00
H  -1.763  3.042  -0.508  0.00
H  -1.600  2.026  -4.425  0.00
H  0.052  1.448  -4.676  -0.01
H  -0.268  3.174  -4.538  0.01
H  1.924  2.253  -1.114  0.00
H  1.669  3.739  -2.046  0.00
H  2.137  2.252  -2.866  0.00

Results
Largest force on an atom = 0.022 hartree/bohr
Energy relative to the best compared isomer or geometry (same formula, charge and spin) = 17.15 kcal/mol
<S²> = 2.0075
HOMO level (spin up / spin down) = -13.46 / -14.02 eV
Total charge = +2
Frontier orbital gap (spin up / spin down) = 7.726 / 5.406 eV
Total energy = -5127.1596 Ha
Spin multiplicity = 3

3.
C6H12O | ωB97M-V/def2-TZVPD

Last column: Mulliken charge in e.
Geometry (Å):
C  1.659  1.020  1.090  -0.67
O  1.889  -0.145  -0.507  -0.49
C  0.782  -1.046  -0.540  -0.52
C  -0.512  -0.214  -0.331  1.48
C  -0.192  1.232  -0.563  -1.77
C  -1.808  -0.874  -0.699  -0.77
C  -1.463  -0.651  0.750  -0.98
H  2.496  0.435  1.457  0.29
H  0.733  0.871  1.632  0.32
H  1.898  2.049  0.849  0.35
H  0.774  -1.522  -1.528  0.27
H  0.939  -1.815  0.225  0.33
H  1.393  0.724  -0.814  0.49
H  -0.636  1.931  0.148  0.34
H  -0.370  1.564  -1.593  0.27
H  -1.786  -1.899  -1.072  0.26
H  -2.579  -0.251  -1.144  0.27
H  -1.209  -1.527  1.345  0.26
H  -2.008  0.119  1.293  0.28

Results
Largest force on an atom = 0.006 hartree/bohr
Energy relative to the best compared isomer or geometry (same formula, charge and spin) = 148.43 kcal/mol
HOMO level (spin up / spin down) = -7.33 / -7.33 eV
Frontier orbital gap (spin up / spin down) = 7.381 / 7.379 eV
Total energy = -310.8227 Ha

The highest largest force on an atom belongs to which entry?
C23H41AuBBrN7SbSi3